(1)
132
Properties=species:S:1:pos:R:3:mulliken_charge:R:1 method="wB97M-V/def2-TZVPD" gap_ha=0.2097 charge=0
Pb -1.132 -0.616 -1.458 1.264
C -4.135 4.980 -0.396 -1.066
C -4.616 3.767 0.410 -1.049
C -4.283 2.469 -0.259 0.590
C -4.984 1.839 -1.242 0.700
C -6.227 2.307 -1.931 -0.997
C -5.962 2.740 -3.378 -1.169
C -4.262 0.613 -1.546 0.044
N -3.139 0.551 -0.791 -0.475
C -3.135 1.624 0.036 0.137
C -2.244 1.783 1.101 -0.559
C -1.259 0.893 1.531 -0.011
C -0.603 0.969 2.824 0.397
C -0.897 1.997 3.874 -1.507
C -2.170 1.676 4.667 -1.235
C 0.209 -0.121 2.922 0.860
C 0.071 -0.848 1.670 0.280
C 0.742 -2.025 1.337 -0.049
C 0.465 -2.885 0.278 -0.110
N -0.573 -2.735 -0.584 -0.543
C -0.618 -3.847 -1.367 0.345
C -1.675 -4.165 -2.222 -0.958
C -2.822 -3.399 -2.458 0.164
N -2.938 -2.076 -2.201 -0.183
C -4.218 -1.719 -2.474 0.242
C -4.760 -0.442 -2.317 -0.714
C -4.950 -2.871 -2.985 0.264
C -4.079 -3.916 -2.977 0.628
C -4.338 -5.350 -3.329 -1.038
C -4.526 -6.244 -2.096 -1.018
C -6.412 -2.881 -3.303 -1.058
C -7.280 -2.896 -2.039 -1.045
C 0.485 -4.730 -1.018 0.497
C 1.158 -4.128 -0.001 1.124
C 2.362 -4.641 0.729 -0.849
C 2.006 -5.690 1.790 -1.326
C 0.843 -5.993 -1.738 -1.171
C 1.481 -5.713 -3.103 -1.151
N -0.796 -0.189 0.852 -0.315
C 1.022 -0.512 4.130 -0.211
C 0.926 -1.986 4.563 -1.410
H -4.185 5.895 0.196 0.413
H -4.747 5.122 -1.289 0.265
H -3.102 4.843 -0.725 0.198
H -5.696 3.834 0.555 0.427
H -4.170 3.794 1.405 0.281
H -6.654 3.144 -1.375 0.325
H -6.978 1.511 -1.924 0.407
H -5.191 3.513 -3.409 0.296
H -6.866 3.140 -3.841 0.409
H -5.611 1.900 -3.978 0.286
H -2.411 2.640 1.744 0.035
H -0.998 2.981 3.407 0.358
H -0.051 2.072 4.558 0.609
H -3.019 1.541 3.995 0.284
H -2.410 2.473 5.373 0.405
H -2.044 0.749 5.230 0.322
H 1.516 -2.345 2.020 -0.439
H -1.659 -5.158 -2.657 0.393
H -5.745 -0.291 -2.745 0.319
H -3.509 -5.732 -3.932 0.367
H -5.230 -5.410 -3.954 0.398
H -3.642 -6.221 -1.458 0.239
H -4.715 -7.280 -2.385 0.388
H -5.372 -5.897 -1.500 0.254
H -6.647 -3.755 -3.913 0.398
H -6.667 -2.004 -3.904 0.361
H -7.057 -3.776 -1.434 0.258
H -8.342 -2.916 -2.292 0.390
H -7.088 -2.015 -1.426 0.259
H 2.880 -3.806 1.206 0.019
H 3.066 -5.066 0.010 0.523
H 1.307 -5.274 2.519 0.283
H 2.895 -6.034 2.322 0.411
H 1.524 -6.555 1.332 0.340
H -0.052 -6.606 -1.876 0.428
H 1.533 -6.580 -1.129 0.355
H 0.802 -5.138 -3.735 0.261
H 1.733 -6.640 -3.621 0.415
H 2.396 -5.129 -2.980 0.290
H 0.680 0.104 4.962 0.569
H 2.071 -0.239 3.973 -0.136
H -0.049 -2.405 4.312 0.350
H 1.063 -2.072 5.642 0.467
H 1.686 -2.610 4.094 0.259
N 8.374 1.476 4.274 -0.557
C 7.603 1.108 3.505 -0.054
C 6.636 0.655 2.529 0.464
C 6.982 0.622 1.181 -0.824
C 6.048 0.226 0.240 -0.597
C 4.777 -0.144 0.654 0.112
C 4.433 -0.131 1.997 0.460
C 5.361 0.276 2.936 -0.750
N 3.794 -0.502 -0.303 1.006
C 3.946 -1.318 -1.411 -0.501
C 2.729 -1.331 -2.021 -1.416
N 1.843 -0.529 -1.334 0.492
C 2.510 -0.055 -0.319 -1.037
H 7.973 0.928 0.873 0.462
H 6.292 0.227 -0.814 0.498
H 3.431 -0.415 2.295 -0.025
H 5.100 0.311 3.985 0.503
H 4.871 -1.829 -1.619 0.541
H 2.427 -1.877 -2.902 0.509
H 2.127 0.618 0.437 0.612
C 3.638 6.804 -0.175 -0.996
C 4.502 5.656 -0.684 -0.621
N 4.740 4.598 0.300 0.361
C 5.929 4.658 1.152 -0.311
C 5.664 5.304 2.505 -1.131
C 3.885 3.568 0.501 -0.202
O 4.080 2.701 1.345 -0.562
C 2.644 3.485 -0.344 0.209
C 1.409 3.792 0.212 0.038
C 0.266 3.539 -0.522 -0.429
C 0.403 2.961 -1.778 -0.940
N 1.580 2.684 -2.335 -0.668
C 2.672 2.952 -1.624 -0.029
H 3.487 7.535 -0.972 0.393
H 4.109 7.313 0.667 0.315
H 2.659 6.443 0.142 0.188
H 5.481 6.034 -0.978 0.436
H 4.050 5.221 -1.572 0.331
H 6.699 5.201 0.604 0.446
H 6.273 3.637 1.304 -0.004
H 5.315 6.332 2.399 0.277
H 6.579 5.316 3.100 0.413
H 4.912 4.732 3.049 0.284
H 1.352 4.197 1.216 0.600
H -0.717 3.740 -0.119 0.458
H -0.472 2.693 -2.362 0.677
H 3.620 2.697 -2.089 0.509



(2)
128
Properties=species:S:1:pos:R:3:mulliken_charge:R:1 method="wB97M-V/def2-TZVPD" gap_ha=0.2038 de_lowest_kj_mol=37.5 charge=0
Cs -1.184 -0.415 -0.576 1.317
C -4.093 -0.188 -1.903 -0.443
C -3.524 -0.915 -2.977 0.626
C -2.746 0.025 -3.737 0.153
C -2.856 1.270 -3.074 0.267
C -3.690 1.155 -1.951 -0.862
C -4.233 2.288 -1.102 2.311
C -5.556 2.783 -1.710 -2.056
C -4.507 1.827 0.334 -1.556
C -3.261 3.469 -1.057 -2.073
C -2.001 -0.072 -5.074 2.246
C -2.906 -0.594 -6.201 -1.797
C -1.543 1.321 -5.537 -2.382
C -0.718 -0.913 -4.986 -1.221
C -3.941 -2.377 -3.187 2.193
C -5.211 -2.440 -4.053 -1.829
C -4.285 -3.031 -1.836 -1.948
C -2.866 -3.287 -3.793 -1.753
H -4.756 -0.600 -1.154 -0.169
H -2.420 2.196 -3.419 0.219
H -6.283 1.970 -1.746 0.355
H -5.393 3.129 -2.733 0.367
H -5.979 3.607 -1.125 0.484
H -5.223 1.004 0.352 0.376
H -4.925 2.649 0.922 0.410
H -3.587 1.493 0.822 0.173
H -3.075 3.864 -2.057 0.389
H -2.304 3.167 -0.626 0.322
H -3.665 4.278 -0.441 0.481
H -3.794 0.036 -6.280 0.344
H -3.240 -1.614 -6.039 0.257
H -2.377 -0.566 -7.159 0.451
H -2.390 1.997 -5.662 0.449
H -1.031 1.231 -6.498 0.483
H -0.846 1.769 -4.826 0.307
H -0.913 -1.937 -4.687 -0.309
H -0.043 -0.473 -4.246 0.325
H -0.200 -0.928 -5.952 0.464
H -6.002 -1.850 -3.587 0.317
H -5.562 -3.472 -4.163 0.485
H -5.036 -2.029 -5.047 0.255
H -5.147 -2.566 -1.360 0.415
H -3.435 -2.965 -1.150 0.235
H -4.521 -4.088 -1.984 0.466
H -2.592 -3.015 -4.807 0.252
H -3.229 -4.319 -3.819 0.542
H -1.966 -3.259 -3.174 -0.084
O -0.596 -0.472 2.064 -0.861
S 0.776 -0.214 2.603 1.328
C 0.655 1.113 3.819 0.155
C 1.379 1.011 5.004 -0.413
C 1.355 2.032 5.939 -0.987
C 0.598 3.161 5.682 -0.927
C -0.073 3.286 4.476 -0.192
C -0.042 2.290 3.496 -0.340
P -0.801 2.615 1.828 0.350
C -1.474 4.294 2.059 0.373
C -2.770 4.363 2.573 -0.273
C -3.398 5.587 2.736 -0.770
C -2.748 6.755 2.358 -0.528
C -1.470 6.692 1.824 -0.708
C -0.831 5.467 1.677 -0.117
C 0.737 2.938 0.874 0.598
C 0.692 2.851 -0.521 -0.425
C 1.818 3.140 -1.282 -0.811
C 3.001 3.524 -0.669 -0.747
C 3.058 3.611 0.714 -0.745
C 1.938 3.319 1.476 -0.035
C 1.157 -1.615 3.640 -0.934
C 0.324 -1.961 4.697 0.097
C 0.588 -3.100 5.433 -1.036
C 1.696 -3.875 5.109 -0.809
C 2.511 -3.535 4.042 -0.342
C 2.251 -2.402 3.269 0.217
P 3.185 -1.974 1.735 0.935
C 4.453 -3.295 1.670 0.221
C 5.813 -3.056 1.855 -0.414
C 6.737 -4.079 1.685 -0.705
C 6.317 -5.352 1.335 -0.584
C 4.963 -5.601 1.146 -0.783
C 4.042 -4.579 1.301 -0.092
C 4.175 -0.543 2.304 0.567
C 4.492 -0.313 3.641 -0.300
C 5.282 0.771 3.997 -0.731
C 5.778 1.623 3.019 -0.642
C 5.468 1.399 1.686 -0.690
C 4.658 0.330 1.333 -0.473
H 1.959 0.123 5.206 0.341
H 1.915 1.934 6.860 0.447
H 0.547 3.966 6.404 0.424
H -0.616 4.201 4.283 0.424
H -3.289 3.446 2.831 0.402
H -4.403 5.629 3.138 0.422
H -3.244 7.711 2.468 0.375
H -0.967 7.600 1.516 0.394
H 0.166 5.428 1.259 0.427
H -0.205 2.565 -1.062 0.393
H 1.761 3.070 -2.361 0.519
H 3.874 3.755 -1.268 0.365
H 3.977 3.907 1.204 0.519
H 1.997 3.398 2.555 0.309
H -0.531 -1.336 4.925 0.624
H -0.059 -3.381 6.253 0.429
H 1.926 -4.757 5.693 0.450
H 3.364 -4.159 3.812 0.498
H 6.157 -2.068 2.133 0.446
H 7.791 -3.877 1.830 0.417
H 7.039 -6.147 1.204 0.391
H 4.624 -6.591 0.868 0.435
H 2.990 -4.779 1.136 0.525
H 4.127 -0.988 4.406 0.511
H 5.521 0.945 5.038 0.445
H 6.403 2.461 3.298 0.395
H 5.844 2.065 0.920 0.498
H 4.396 0.169 0.293 0.366
C 0.838 -4.113 -3.985 -1.285
As 0.928 -2.985 -2.387 0.414
C 2.867 -2.673 -2.404 -0.887
C 0.895 -4.441 -1.071 -0.979
H 1.597 -4.895 -3.956 0.429
H 0.986 -3.495 -4.870 0.379
H -0.150 -4.568 -4.049 0.353
H 3.417 -3.599 -2.229 0.343
H 3.125 -1.955 -1.627 -0.043
H 3.157 -2.260 -3.370 0.460
H 1.741 -5.115 -1.208 0.374
H -0.034 -5.002 -1.182 0.527
H 0.926 -4.013 -0.069 0.047



(3)
145
Properties=species:S:1:pos:R:3:mulliken_charge:R:1 method="wB97M-V/def2-TZVPD" gap_ha=0.2928 de_lowest_kj_mol=0.0 charge=+1
Bi -0.936 -0.607 0.153 2.671
C -4.134 3.387 2.512 -1.857
C -3.354 2.102 2.796 2.244
C -2.814 2.124 4.229 -1.999
C -4.313 0.911 2.674 -2.095
P -1.922 1.798 1.581 0.245
C -2.638 2.544 0.030 -1.508
N -1.816 2.266 -1.130 0.693
B -1.028 1.104 -1.434 -0.299
N -0.360 1.398 -2.660 0.593
C 0.463 0.548 -3.506 -1.575
P 1.996 -0.114 -2.642 0.923
C 3.229 1.283 -2.987 2.236
C 4.535 0.940 -2.256 -1.382
C 2.607 2.523 -2.326 -1.636
C 3.562 1.604 -4.443 -1.946
C 2.346 -1.588 -3.798 2.242
C 1.187 -2.564 -3.542 -2.141
C 3.634 -2.272 -3.326 -2.097
C 2.430 -1.300 -5.297 -1.863
C -0.734 2.678 -3.075 0.782
C -0.343 3.433 -4.172 -1.004
C -0.866 4.710 -4.317 -0.963
C -1.768 5.227 -3.394 -0.971
C -2.162 4.485 -2.291 -0.764
C -1.633 3.212 -2.134 0.165
C -0.503 2.999 2.003 2.434
C -0.909 4.446 2.275 -2.006
C 0.252 2.425 3.206 -2.325
C 0.470 2.995 0.813 -1.986
H -4.874 3.516 3.305 0.543
H -3.500 4.271 2.502 0.255
H -4.679 3.333 1.569 0.315
H -3.656 2.081 4.923 0.587
H -2.173 1.262 4.425 0.336
H -2.261 3.037 4.441 0.343
H -5.105 1.011 3.420 0.677
H -4.779 0.871 1.691 0.347
H -3.793 -0.031 2.859 0.243
H -3.641 2.125 -0.089 -0.100
H -2.731 3.620 0.173 0.928
H -0.122 -0.312 -3.832 0.199
H 0.750 1.107 -4.393 0.116
H 4.372 0.772 -1.191 0.090
H 5.005 0.050 -2.674 0.239
H 5.240 1.768 -2.363 0.598
H 2.179 2.286 -1.350 0.021
H 3.372 3.291 -2.186 0.718
H 1.817 2.949 -2.943 0.074
H 4.248 0.871 -4.865 0.410
H 2.681 1.667 -5.084 0.287
H 4.066 2.574 -4.477 0.478
H 0.901 -2.537 -2.493 0.174
H 0.314 -2.331 -4.154 0.316
H 1.491 -3.585 -3.785 0.763
H 3.608 -2.448 -2.247 0.208
H 3.738 -3.239 -3.825 0.605
H 4.518 -1.680 -3.564 0.372
H 1.580 -0.716 -5.653 0.211
H 3.346 -0.777 -5.560 0.361
H 2.424 -2.249 -5.839 0.527
H 0.355 3.060 -4.911 0.560
H -0.564 5.314 -5.162 0.437
H -2.165 6.224 -3.534 0.426
H -2.861 4.900 -1.576 0.549
H -1.512 4.552 3.175 0.415
H -0.002 5.039 2.419 0.461
H -1.450 4.881 1.431 0.318
H -0.298 2.520 4.139 0.395
H 0.472 1.369 3.047 0.345
H 1.204 2.950 3.322 0.605
H 0.070 3.528 -0.049 0.555
H 1.394 3.495 1.112 1.144
H 0.736 1.976 0.515 -0.118
N -3.180 -0.522 -2.698 0.132
C -2.821 -1.799 -2.545 0.199
N -3.435 -2.636 -3.375 -0.913
C -3.092 -3.909 -3.284 -0.051
N -3.674 -4.790 -4.100 -0.331
N -2.182 -4.381 -2.418 -0.783
C -1.603 -3.503 -1.632 0.276
N -1.868 -2.169 -1.628 1.464
C -0.589 -4.105 -0.733 0.616
C -0.536 -5.490 -0.615 -1.263
C 0.420 -6.058 0.208 -0.826
C 1.256 -5.220 0.922 -1.091
C 1.123 -3.853 0.740 -0.589
N 0.251 -3.302 -0.094 0.563
H -3.926 -0.354 -3.351 0.292
H -2.921 0.164 -2.016 -0.255
H -4.357 -4.482 -4.768 0.254
H -3.405 -5.755 -4.045 0.247
H -1.233 -6.093 -1.175 0.564
H 0.507 -7.133 0.285 0.435
H 2.015 -5.602 1.591 0.562
H 1.757 -3.176 1.284 0.505
O -2.255 -2.659 1.266 -0.173
N -3.480 -2.619 1.033 -1.461
N -3.946 -1.525 0.556 1.071
O -3.225 -0.435 0.246 -0.093
C -5.358 -1.443 0.343 0.026
C -6.216 -2.298 1.031 -0.626
C -7.579 -2.215 0.805 -0.613
C -8.091 -1.286 -0.090 -0.548
C -7.232 -0.427 -0.756 -0.989
C -5.865 -0.499 -0.538 0.783
H -5.814 -3.014 1.731 0.516
H -8.246 -2.874 1.345 0.407
H -9.158 -1.222 -0.255 0.412
H -7.624 0.306 -1.449 0.434
H -5.181 0.164 -1.045 0.095
C 4.939 3.560 2.516 -0.844
C 4.495 3.049 1.305 -0.374
C 3.790 1.857 1.285 0.332
C 3.512 1.163 2.461 0.632
C 3.964 1.682 3.668 -0.790
C 4.681 2.871 3.692 -0.787
As 2.432 -0.451 2.165 1.673
C 1.730 -0.969 3.920 0.976
C 2.406 -0.985 5.138 -0.339
C 1.761 -1.367 6.306 -1.052
C 0.419 -1.715 6.283 -0.618
C -0.268 -1.713 5.078 -0.940
C 0.388 -1.358 3.910 -0.822
C 3.922 -1.712 1.920 -0.046
C 4.530 -2.453 2.925 -0.442
C 5.516 -3.381 2.617 -0.801
C 5.888 -3.594 1.298 -0.749
C 5.285 -2.860 0.286 -0.777
C 4.305 -1.932 0.597 0.478
H 5.484 4.494 2.544 0.416
H 4.695 3.578 0.382 0.486
H 3.438 1.441 0.348 -0.671
H 3.749 1.178 4.600 0.188
H 5.050 3.253 4.635 0.433
H 3.448 -0.702 5.197 0.355
H 2.314 -1.394 7.236 0.421
H -0.087 -1.991 7.199 0.401
H -1.313 -1.994 5.042 0.551
H -0.150 -1.399 2.969 0.728
H 4.234 -2.326 3.957 0.243
H 5.990 -3.940 3.414 0.446
H 6.644 -4.332 1.061 0.430
H 5.573 -3.021 -0.746 0.510
H 3.805 -1.380 -0.194 -0.043



Q: The highest charge belongs to which entry?
A: C56H72AsBBiN10O2P2



Q: Which of these has the highest charge?
A: C56H72AsBBiN10O2P2